1.
Entry from the OMol25 dataset: a 9-piece molecular cluster, C56H46Br2N5O17 overall in a non-equilibrium geometry (ωB97M-V/def2-TZVPD).

Each line ends with the Mulliken charge.
Cartesian coordinates (Å):
C  -2.98  -3.40  -4.15  -1.2841
C  -1.77  -3.13  -3.25  0.9543
N  -0.62  -2.95  -3.73  -0.6378
C  -1.85  -3.08  -1.69  0.0048
C  -0.64  -3.87  -1.18  -0.4999
N  0.50  -3.23  -1.01  -0.5996
C  1.36  -4.24  -0.61  0.6455
N  2.63  -3.96  -0.38  -0.0709
O  3.50  -4.95  -0.02  -0.4079
N  0.71  -5.38  -0.54  -0.1618
N  -0.59  -5.20  -0.90  0.3149
C  -1.64  -6.20  -0.98  -0.7970
Br  -1.25  -7.56  0.41  -0.0969
C  -1.76  -6.94  -2.35  0.1284
C  -0.63  -6.66  -3.37  -1.1927
Br  -3.57  -6.61  -3.06  -0.0646
H  -3.94  -3.48  -3.63  0.0911
H  -3.00  -2.58  -4.90  0.4401
H  -2.77  -4.31  -4.73  0.3370
H  -0.70  -3.03  -4.75  0.3121
H  -2.79  -3.49  -1.29  0.4851
H  -1.75  -2.05  -1.31  0.0778
H  2.92  -3.00  -0.51  0.2540
H  3.61  -5.56  -0.77  0.3435
H  1.11  -6.27  -0.27  0.2989
H  -2.61  -5.74  -0.74  0.6150
H  -1.73  -8.03  -2.15  0.5581
H  0.18  -7.40  -3.27  0.3085
H  -0.25  -5.62  -3.36  0.2469
H  -1.07  -6.81  -4.38  0.4183
C  8.34  -7.85  -0.80  0.0879
C  7.04  -8.11  -0.96  -0.5161
C  6.12  -7.09  -1.50  0.5413
O  4.93  -7.33  -1.64  -0.6323
C  6.69  -5.77  -1.86  -0.2622
C  7.98  -5.51  -1.71  -0.4626
C  8.91  -6.53  -1.16  0.3749
O  10.09  -6.30  -1.02  -0.5254
H  9.02  -8.58  -0.41  0.1452
H  6.61  -9.07  -0.70  0.4401
H  6.00  -5.04  -2.26  0.3906
H  8.42  -4.55  -1.97  0.4256
C  11.93  -10.73  1.43  -0.5648
C  10.81  -10.32  0.84  -0.1975
C  9.94  -11.26  0.10  0.7631
O  8.91  -10.90  -0.45  -0.5538
C  10.36  -12.68  0.05  -0.4259
C  11.48  -13.09  0.64  -0.3923
C  12.35  -12.15  1.38  0.3114
O  13.37  -12.52  1.92  -0.5213
H  12.57  -10.06  1.98  0.4254
H  10.49  -9.29  0.87  0.3512
H  9.71  -13.36  -0.50  0.4145
H  11.80  -14.13  0.61  0.4026
C  -0.66  0.63  -5.19  -0.4537
C  -0.97  0.09  -4.01  -0.5130
C  -1.79  0.82  -3.03  0.5482
O  -2.07  0.33  -1.95  -0.6095
C  -2.27  2.17  -3.40  -0.2897
C  -1.97  2.71  -4.58  -0.5481
C  -1.14  1.98  -5.57  0.2025
O  -0.87  2.47  -6.64  -0.5455
H  -0.06  0.11  -5.93  0.4673
H  -0.63  -0.90  -3.71  0.5616
H  -2.87  2.69  -2.66  0.7093
H  -2.31  3.69  -4.87  0.4350
C  -1.53  6.18  0.83  -0.5605
C  -1.12  5.93  -0.41  -0.4743
C  -1.13  4.55  -0.96  0.3789
O  -0.75  4.32  -2.09  -0.5540
C  -1.61  3.46  -0.07  -0.2904
C  -2.02  3.71  1.17  -0.5143
C  -2.01  5.09  1.72  0.2338
O  -2.39  5.32  2.85  -0.4545
H  -1.53  7.18  1.25  0.9194
H  -0.76  6.71  -1.07  0.4446
H  -1.61  2.46  -0.49  0.4643
H  -2.38  2.93  1.83  0.4744
C  -8.83  -1.62  -2.93  -0.4276
C  -8.05  -2.70  -2.91  -0.4229
C  -6.61  -2.60  -2.59  0.4475
O  -5.90  -3.59  -2.58  -0.5142
C  -6.06  -1.25  -2.29  -0.1724
C  -6.84  -0.17  -2.30  -0.4171
C  -8.29  -0.27  -2.62  0.2453
O  -8.99  0.71  -2.63  -0.5190
H  -9.89  -1.67  -3.16  0.4127
H  -8.43  -3.69  -3.13  0.4251
H  -5.01  -1.20  -2.06  0.4586
H  -6.46  0.81  -2.08  0.4750
C  2.62  8.44  1.68  -0.4187
C  1.33  8.15  1.51  -0.1207
C  0.37  9.17  1.01  0.4193
O  -0.81  8.91  0.86  -0.6319
C  0.90  10.51  0.70  -0.3476
C  2.19  10.81  0.86  -0.4697
C  3.15  9.79  1.36  0.2491
O  4.32  10.05  1.51  -0.5354
H  3.33  7.72  2.04  0.4383
H  0.93  7.18  1.74  0.4307
H  0.19  11.24  0.33  0.4773
H  2.60  11.78  0.64  0.4316
C  -6.50  4.78  6.80  -0.4310
C  -6.58  6.11  6.75  -0.4372
C  -5.65  6.90  5.90  0.3887
O  -5.72  8.11  5.86  -0.5611
C  -4.64  6.16  5.12  -0.0703
C  -4.57  4.83  5.17  -0.3375
C  -5.49  4.04  6.01  0.2884
O  -5.42  2.83  6.06  -0.5622
H  -7.17  4.19  7.42  0.4083
H  -7.31  6.67  7.32  0.4345
H  -3.98  6.75  4.51  0.3976
H  -3.83  4.27  4.60  0.4882
C  -3.51  10.16  6.06  -0.2200
C  -3.58  11.49  6.00  -0.4953
C  -2.66  12.28  5.16  0.3238
O  -2.73  13.49  5.11  -0.5484
C  -1.65  11.53  4.37  -0.3650
C  -1.57  10.21  4.42  -0.2566
C  -2.50  9.42  5.27  0.4237
O  -2.43  8.21  5.32  -0.5565
H  -4.17  9.57  6.67  0.3528
H  -4.32  12.05  6.57  0.4233
H  -0.98  12.13  3.76  0.4490
H  -0.84  9.65  3.86  0.4768

* frontier orbital gap: 0.274 hartree
* LUMO level: -3.6 eV
* maximum force: 2.7 eV Å⁻¹
* net charge: +1
* energy: -8861.85379 Ha

***

2.
Entry from the OMol25 dataset: C28H33HfN3PSSe2 as an isolated structure in a non-equilibrium geometry (ωB97M-V/def2-TZVPD).

Each line ends with the Mulliken charge.
Cartesian coordinates (Å):
Hf  0.01  0.26  -1.33  -0.1949
Se  0.09  0.94  1.18  -0.0715
P  -1.68  -0.40  1.10  0.4443
Se  -2.34  -0.89  -0.96  -0.3492
C  -1.20  -1.86  2.07  0.7532
C  -1.40  -3.16  1.63  -0.3183
C  -0.99  -4.22  2.43  -0.5907
C  -0.38  -3.97  3.66  -0.5932
C  -0.18  -2.67  4.09  -0.7970
C  -0.60  -1.61  3.30  -0.4935
C  -3.15  0.24  1.95  0.9133
C  -4.21  -0.66  2.08  -0.5553
C  -5.39  -0.23  2.66  -0.6701
C  -5.51  1.08  3.11  -0.4947
C  -4.45  1.96  2.96  -0.7213
C  -3.27  1.55  2.38  -0.2344
H  -1.87  -3.34  0.68  0.5292
H  -1.15  -5.24  2.11  0.5251
H  -0.08  -4.79  4.28  0.4252
H  0.30  -2.48  5.04  0.4386
H  -0.45  -0.58  3.62  0.3790
H  -4.11  -1.67  1.71  0.3270
H  -6.22  -0.91  2.76  0.4188
H  -6.42  1.41  3.57  0.4003
H  -4.55  2.99  3.29  0.4222
H  -2.43  2.23  2.26  0.3408
C  -1.23  4.37  -2.96  -1.5919
C  -1.21  3.96  -1.48  0.1564
C  -2.18  2.79  -1.23  -0.8583
C  0.22  3.64  -1.09  0.8727
C  0.89  4.47  -0.21  -0.9402
C  2.24  4.31  0.06  -1.0957
C  2.94  3.31  -0.59  -0.9895
C  2.30  2.43  -1.45  1.2855
C  3.14  1.46  -2.26  0.2823
C  3.16  1.90  -3.72  -1.6241
C  2.68  -0.01  -2.15  -1.4398
C  0.91  2.57  -1.72  0.0941
N  0.27  1.67  -2.54  -0.5753
H  -2.23  4.68  -3.26  0.4653
H  -0.92  3.53  -3.57  0.3220
H  -0.54  5.19  -3.12  0.3585
H  -1.54  4.81  -0.88  0.6442
H  -2.00  1.99  -1.96  0.1658
H  -3.21  3.14  -1.34  0.5725
H  -2.07  2.41  -0.21  -0.0572
H  0.36  5.28  0.26  0.4444
H  2.75  4.98  0.73  0.4268
H  4.00  3.21  -0.43  0.4435
H  4.16  1.51  -1.86  0.6660
H  2.14  1.93  -4.11  0.3253
H  3.75  1.22  -4.33  0.4321
H  3.58  2.90  -3.80  0.3957
H  1.82  -0.19  -2.82  0.3079
H  2.43  -0.26  -1.11  0.2402
H  3.49  -0.66  -2.48  0.6754
C  3.75  -3.15  -0.96  -0.8617
N  2.76  -4.10  -0.53  0.0789
C  2.98  -5.33  0.03  -0.2389
C  1.78  -5.92  0.22  -0.5684
N  0.82  -5.04  -0.22  0.1256
C  1.43  -3.92  -0.68  -0.0516
S  0.63  -2.58  -1.30  -0.2525
H  4.74  -3.57  -0.81  0.3529
H  3.67  -2.23  -0.37  0.2843
H  3.60  -2.93  -2.01  0.3139
H  3.97  -5.69  0.24  0.4318
H  1.53  -6.87  0.64  0.4506
H  -0.17  -5.19  -0.24  0.2973

* frontier orbital gap: 0.258 hartree
* LUMO level: -2.8 eV
* maximum force: 1.5 eV Å⁻¹
* net charge: +1
* energy: -6841.32625 Ha

***

3.
Entry from the OMol25 dataset: one molecule with the formula C2H3NO in a non-equilibrium geometry (ωB97M-V/def2-TZVPD).

Each line ends with the Mulliken charge.
Cartesian coordinates (Å):
N  -0.56  0.82  0.67  -0.5265
C  0.05  0.06  -0.43  -0.3982
C  1.07  -0.77  -0.37  0.5421
O  1.84  -1.68  -0.32  -0.4063
H  -1.45  1.15  0.36  0.2470
H  -0.68  0.25  1.50  0.2304
H  -0.27  0.17  -1.41  0.3116

* frontier orbital gap: 0.320 hartree
* LUMO level: 0.6 eV
* maximum force: 2.7 eV Å⁻¹
* energy: -207.94433 Ha
* structure (SMILES): NC=C=O

***

4.
Entry from the OMol25 dataset: C5H5N3 as an isolated structure in a non-equilibrium geometry (ωB97M-V/def2-TZVPD).

Each line ends with the Mulliken charge.
Cartesian coordinates (Å):
C  -2.40  -0.47  -0.16  0.0493
C  0.01  -0.25  0.08  0.7606
C  1.27  -0.97  0.23  -0.5193
C  2.21  -0.07  -0.24  -0.2124
C  1.47  1.07  -0.01  -0.3026
H  -2.31  1.55  0.49  0.3261
H  -2.94  -1.31  -0.17  0.4294
H  1.40  -2.05  0.20  0.3616
H  3.33  -0.45  -0.30  0.2942
H  1.92  2.00  -0.22  0.4366
N  -2.91  0.78  -0.04  -0.5920
N  -1.15  -0.88  0.01  -0.5529
N  0.10  1.04  0.13  -0.4785

* frontier orbital gap: 0.262 hartree
* LUMO level: -2.1 eV
* maximum force: 8.0 eV Å⁻¹
* energy: -357.61302 Ha

***

5.
Entry from the OMol25 dataset: C10H16ClNO9PS3Zn as an isolated structure (ωB97M-V/def2-TZVPD).

Each line ends with the Mulliken charge.
Cartesian coordinates (Å):
Zn  2.39  -1.30  0.41  0.6065
O  5.17  -2.18  3.15  -0.6585
Cl  4.52  -1.02  2.61  1.7845
O  5.16  0.20  3.03  -0.6455
O  3.09  -1.01  2.99  -0.6562
O  4.52  -1.09  1.12  -0.6478
C  -2.89  -4.12  -1.89  -1.0598
C  -1.79  -4.35  -0.86  -0.1911
O  -0.50  -4.16  -1.44  -0.4190
P  0.40  -2.80  -1.15  0.6150
S  2.48  -1.45  -1.84  -0.6604
S  0.63  -2.74  0.92  -0.5808
O  -0.82  -1.76  -1.50  -0.1832
C  -0.89  -0.39  -1.06  0.3042
C  -0.66  0.57  -2.21  -0.9433
H  -3.87  -4.15  -1.41  0.3221
H  -2.86  -4.89  -2.67  0.2739
H  -2.75  -3.14  -2.36  0.2610
H  -1.82  -5.38  -0.51  0.3516
H  -1.92  -3.70  0.00  0.2628
H  -0.19  -0.22  -0.25  -0.3413
H  -1.90  -0.25  -0.65  0.3149
H  0.35  0.46  -2.58  0.1103
H  -0.82  1.59  -1.85  0.3115
H  -1.37  0.36  -3.02  0.3487
N  2.22  0.84  0.90  -0.3895
C  1.07  1.71  0.82  0.0399
C  1.01  2.70  -0.15  -0.2504
C  -0.10  3.53  -0.23  -0.7716
C  -1.15  3.38  0.66  0.0375
C  -1.10  2.37  1.62  -0.7606
C  0.01  1.53  1.69  -0.0195
S  -2.53  4.54  0.65  1.2827
O  -3.71  3.70  0.76  -0.7135
O  -2.40  5.24  -0.62  -0.7317
O  -2.29  5.37  1.82  -0.7056
H  2.98  1.19  0.33  0.2919
H  2.55  0.75  1.85  0.3950
H  1.84  2.81  -0.85  0.2746
H  -0.16  4.31  -0.98  0.4163
H  -1.94  2.24  2.29  0.3607
H  0.05  0.72  2.42  0.3639

* frontier orbital gap (alpha / beta): 0.230 / 0.268 hartree
* LUMO level (alpha / beta): 4.6 / 4.4 eV
* multiplicity: 2
* maximum force: 0.9 eV Å⁻¹
* net charge: -2
* energy: -4897.97531 Ha
* expectation value of S²: 0.757